Formula: C16H20N4O2S3
Source: the OMol25 dataset
Level of theory: wB97M-V/def2-TZVPD

Positions of all 45 atoms, in Å:
O1 -0.425605 5.294710 -1.479610
C1 -0.160796 4.388444 -0.730919
C2 1.217145 4.064318 -0.222539
C3 1.749732 2.844507 -0.906949
C4 1.471200 2.391627 -2.159451
C5 2.206409 1.233809 -2.501584
C6 3.032935 0.830931 -1.504545
S1 2.922774 1.844486 -0.121755
N1 -1.190113 3.555878 -0.315701
C7 -1.189896 2.536188 0.581647
N2 -0.182153 2.047352 1.212752
N3 -0.482420 1.064723 2.047294
C8 -1.732793 0.770477 2.082981
S2 -2.444447 -0.468866 3.055327
C9 -0.946627 -1.163608 3.807736
C10 0.076691 -1.737232 2.821593
O2 1.238288 -1.821628 3.145586
N4 -0.429996 -2.172467 1.658849
C11 0.411731 -2.562040 0.544787
C12 -0.239025 -3.695178 -0.248704
C13 -1.466615 -3.222874 -1.026192
C14 -1.112132 -2.049467 -1.934807
C15 -0.537965 -0.898857 -1.115049
C16 0.702557 -1.353321 -0.352836
S3 -2.728664 1.749727 1.003224
H1 1.859392 4.924193 -0.436920
H2 1.190812 3.890444 0.854100
H3 0.775099 2.874208 -2.823097
H4 2.123523 0.734211 -3.450264
H5 3.706812 -0.002224 -1.491760
H6 -2.092407 3.801281 -0.708329
H7 -1.298747 -1.955067 4.471292
H8 -0.459583 -0.389144 4.399160
H9 -1.407897 -2.022920 1.460853
H10 1.350811 -2.906484 0.991357
H11 0.498995 -4.084561 -0.952027
H12 -0.513753 -4.503621 0.431653
H13 -2.259234 -2.921980 -0.336303
H14 -1.855123 -4.050627 -1.622708
H15 -0.371402 -2.371253 -2.669887
H16 -2.000244 -1.717266 -2.476299
H17 -1.297350 -0.540198 -0.415844
H18 -0.272947 -0.063938 -1.767267
H19 1.082412 -0.540283 0.268122
H20 1.480613 -1.626415 -1.066964

Atomic forces in eV per Å
0.1 0.2 -0.2
0.2 0.0 0.2
0.3 0.3 0.0
0.3 -0.2 0.1
0.0 0.2 0.2
0.2 -0.2 0.0
0.1 0.2 0.2
-0.3 0.1 -0.5
-0.7 0.3 -0.4
-0.8 -0.9 0.6
0.6 1.4 -1.1
-0.4 -1.2 1.1
-0.3 0.4 -0.4
-0.3 -0.4 0.4
0.0 0.3 -0.1
-0.5 0.1 0.3
0.4 0.0 0.1
-0.3 -0.3 -0.5
0.5 -0.1 -0.1
-0.1 0.1 0.2
0.3 -0.1 -0.2
-0.3 0.1 0.2
0.2 -0.1 -0.2
-0.2 0.0 0.2
1.0 0.0 0.2
-0.2 0.0 0.0
0.0 0.1 -0.1
-0.2 0.1 -0.1
0.0 -0.1 -0.2
0.1 -0.2 0.0
0.3 0.1 0.0
0.0 0.0 0.0
0.1 -0.1 -0.1
0.1 0.1 0.2
-0.2 0.0 -0.1
0.0 0.0 0.0
0.1 -0.1 0.0
-0.1 0.0 0.0
-0.1 0.0 0.1
0.0 0.0 -0.1
0.0 0.0 -0.1
-0.1 0.1 0.1
0.0 0.1 0.1
0.1 0.0 0.0
0.1 0.0 0.0

Results
* orbital gap: 0.331 hartree
* charge: 0
* energy relative to the best compared isomer or geometry (same formula, charge and spin): 0.00 kcal/mol
* electronic energy: -59478.50460 eV
* SMILES: O=C(Cc1cccs1)Nc1nnc(SCC(=O)NC2CCCCC2)s1
* 2S+1: 1
* LUMO level: 0.0089 Eh



Formula: C2H3BrO2P
Source: the OMol25 dataset
Level of theory: wB97M-V/def2-TZVPD

Positions of all 9 atoms, in Å:
C1 0.582059 -1.387646 0.236057
C2 0.783878 -0.110956 -0.037591
P1 -0.588758 1.083611 -0.321318
O1 -2.189682 0.117486 -0.912973
O2 -0.087483 2.254571 -1.066957
Br1 -0.992172 1.780784 1.780897
H1 1.344965 -2.175196 0.169648
H2 -0.501712 -1.804697 0.646183
H3 1.648906 0.242044 -0.493945

Atomic forces in eV per Å
-2.6 -1.7 1.5
-2.3 -0.5 -0.4
-5.4 -3.6 -2.0
5.8 3.3 2.3
0.2 0.0 -0.2
-0.2 0.0 0.4
-0.1 0.5 0.0
2.8 1.4 -1.3
1.8 0.5 -0.4

Results
* orbital gap: 0.289 hartree
* charge: -1
* energy relative to the best compared isomer or geometry (same formula, charge and spin): 67.30 kcal/mol
* electronic energy: -85549.59231 eV
* SMILES: C=C[P@](=O)([O-])Br
* 2S+1: 1
* LUMO level: 0.1296 Eh



Formula: C23H17Cl5LaN6O6S2
Source: the OMol25 dataset
Level of theory: wB97M-V/def2-TZVPD

Positions of all 60 atoms, in Å:
La1 -1.272798 0.039799 -1.391500
C1 1.092763 -1.233706 6.936050
C2 0.787658 -1.027610 5.477255
C3 0.073273 0.082266 5.045290
C4 -0.207048 0.275548 3.698439
C5 0.236219 -0.659876 2.778472
C6 0.945795 -1.783687 3.186143
C7 1.221494 -1.955655 4.529523
S1 -0.180464 -0.472026 1.079124
O1 0.852993 -1.069889 0.245922
O2 -0.325051 0.969049 0.845575
N1 -1.505338 -1.223221 0.723623
C8 -2.729427 -0.731373 1.390974
C9 -3.203281 0.659366 0.920511
O3 -3.690776 1.437088 1.712713
O4 -3.021871 0.865590 -0.360518
H1 0.701872 -0.415526 7.539619
H2 2.168649 -1.295791 7.108398
H3 0.650625 -2.162486 7.301401
H4 -0.271261 0.810472 5.769648
H5 -0.758882 1.143117 3.359739
H6 1.284717 -2.498559 2.448233
H7 1.784894 -2.823599 4.852856
H8 -2.624468 -0.703553 2.478743
H9 -3.526491 -1.438029 1.154131
Cl1 -2.213382 1.253939 -4.314661
C10 -3.192992 -0.207332 -4.104463
C11 -2.888665 -0.975161 -3.010162
C12 -3.673030 -2.089079 -2.819379
Cl2 -3.318816 -3.093153 -1.411499
C13 -4.717646 -2.445407 -3.664787
Cl3 -5.687032 -3.846472 -3.362960
C14 -4.973396 -1.643119 -4.779457
Cl4 -6.247180 -2.058831 -5.869767
C15 -4.202518 -0.505856 -5.011402
Cl5 -4.503294 0.498739 -6.387638
O5 4.316414 4.711208 2.635346
C16 4.691318 4.404604 1.363763
O6 5.833354 4.584775 1.034591
C17 3.634018 3.850324 0.477191
C18 2.269527 3.949555 0.749505
C19 1.330668 3.409849 -0.108155
C20 1.721384 2.737999 -1.273527
S2 0.542385 2.062774 -2.381901
C21 3.093621 2.651231 -1.541190
C22 4.031133 3.202009 -0.688892
H10 3.406293 4.424120 2.772171
H11 1.902752 4.482057 1.622340
H12 0.277724 3.492341 0.119356
H13 3.415333 2.134497 -2.436632
H14 5.088598 3.131351 -0.907263
N2 1.527061 -4.274317 -4.254645
N3 1.232696 -2.936845 -3.994615
N4 1.812596 -1.953072 -4.641389
C23 1.183673 -0.907035 -4.112976
N5 0.277101 -1.278100 -3.203718
N6 0.323243 -2.597274 -3.145356
H15 2.526215 -4.307252 -4.427876
H16 1.308617 -4.773199 -3.397893
H17 1.388429 0.122425 -4.352427

Atomic forces in eV per Å
1.7 0.6 -2.6
0.0 0.0 0.0
0.0 0.0 0.0
0.0 0.0 0.0
0.0 0.0 0.0
0.0 -0.1 0.1
0.0 0.1 0.0
0.0 0.0 0.0
0.5 -0.3 1.3
0.0 -0.1 -0.1
0.2 0.1 0.6
-0.2 -0.1 0.8
0.2 0.0 0.1
0.1 0.0 -0.2
-0.1 0.1 0.0
-1.4 0.5 1.2
0.0 0.0 0.0
0.0 0.0 0.0
0.0 0.0 0.0
0.0 0.0 0.0
0.0 0.0 0.0
0.0 0.0 0.0
0.0 0.0 0.0
0.0 0.0 0.0
0.0 0.0 0.0
-0.1 -0.1 -0.1
0.0 0.1 -0.1
-0.8 -0.5 -0.6
-0.1 -0.2 0.1
-0.1 0.1 -0.2
0.0 -0.1 0.0
0.0 0.1 0.0
-0.1 0.0 0.0
0.0 0.0 0.0
0.0 0.1 -0.1
0.0 -0.1 0.1
0.0 0.0 0.0
-0.1 0.0 0.0
0.0 0.0 0.0
0.1 0.1 0.1
-0.1 0.0 0.0
0.0 0.0 0.0
-0.1 -0.1 0.1
0.2 0.3 -0.2
0.0 0.0 0.0
0.0 0.0 -0.1
0.0 0.0 0.0
0.0 0.0 0.0
0.0 0.0 0.0
0.0 0.0 0.0
0.0 0.0 0.0
0.0 0.2 0.0
0.1 -0.2 -0.1
-0.1 0.0 0.0
0.1 0.1 0.0
0.2 -0.4 -0.2
-0.1 0.2 0.1
0.0 -0.1 0.0
0.0 0.0 0.0
0.0 0.0 0.0

Results
* orbital gap: 0.268 hartree
* charge: -1
* energy relative to the best compared isomer or geometry (same formula, charge and spin): 11.71 kcal/mol
* electronic energy: -130498.84598 eV
* 2S+1: 1
* LUMO level: 0.0772 Eh



Formula: C20H66N6O13
Source: the OMol25 dataset
Level of theory: wB97M-V/def2-TZVPD

Positions of all 105 atoms, in Å:
C1 2.006295 3.226238 1.977333
C2 1.914295 2.947238 3.421333
O1 1.171295 1.791238 3.503333
H1 1.022295 3.319238 1.502333
H2 2.563295 2.397238 1.509333
H3 2.568295 4.143238 1.829333
H4 1.530295 3.746238 4.054333
H5 2.920295 2.773238 3.849333
H6 0.988295 1.710238 4.482333
C3 0.208295 -0.033762 -4.239667
C4 1.084295 0.219238 -5.437667
O2 0.883295 -0.844762 -6.320667
H7 0.497295 -0.965762 -3.799667
H8 -0.876705 -0.122762 -4.392667
H9 0.252295 0.769238 -3.503667
H10 2.085295 0.274238 -5.073667
H11 0.869295 1.166238 -5.943667
H12 0.311295 -0.492762 -6.958667
C5 -4.751705 0.965238 -2.585667
C6 -3.214705 0.703238 -2.613667
O3 -2.806705 0.459238 -1.315667
H13 -5.021705 1.009238 -3.624667
H14 -4.981705 1.864238 -2.129667
H15 -5.301705 0.119238 -2.128667
H16 -2.682705 1.532238 -3.074667
H17 -2.967705 -0.112762 -3.237667
H18 -1.879705 0.463238 -1.321667
C7 3.411295 3.993238 -3.159667
C8 1.971295 3.688238 -2.823667
O4 1.985295 3.071238 -1.528667
H19 3.927295 4.593238 -2.493667
H20 3.414295 4.574238 -4.071667
H21 4.052295 3.128238 -3.187667
H22 1.544295 3.084238 -3.577667
H23 1.368295 4.647238 -2.676667
H24 1.063295 2.768238 -1.367667
C9 -1.759705 -0.181762 4.215333
C10 -2.495705 -0.092762 5.518333
O5 -3.423705 1.026238 5.556333
H25 -2.399705 -0.598762 3.402333
H26 -1.057705 -0.937762 4.351333
H27 -1.138705 0.643238 3.915333
H28 -1.797705 0.019238 6.348333
H29 -3.022705 -1.010762 5.641333
H30 -2.928705 1.830238 5.705333
C11 -3.889705 -2.521762 -1.230667
C12 -4.114705 -3.938762 -0.819667
O6 -4.147705 -4.047762 0.568333
H31 -4.667705 -1.970762 -0.709667
H32 -3.930705 -2.380762 -2.313667
H33 -2.911705 -2.101762 -0.860667
H34 -3.402705 -4.653762 -1.146667
H35 -5.034705 -4.249762 -1.326667
H36 -4.804705 -4.690762 0.825333
C13 -1.745705 4.418238 -1.461667
C14 -1.376705 3.358238 -0.488667
O7 -0.576705 2.352238 -1.064667
H37 -2.310705 5.201238 -0.954667
H38 -2.482705 4.062238 -2.232667
H39 -0.985705 4.970238 -2.009667
H40 -2.292705 2.871238 -0.220667
H41 -0.987705 3.737238 0.487333
H42 -0.289705 1.747238 -0.365667
C15 -1.149705 -3.477762 2.619333
O8 0.014295 -2.785762 3.051333
N1 -2.252705 -2.989762 2.132333
N2 -1.380705 -4.773762 2.733333
H43 -1.974705 -2.029762 1.850333
H44 -2.996705 -3.467762 1.529333
H45 -0.547705 -5.295762 3.127333
H46 -1.843705 -5.266762 1.985333
C16 0.013295 -0.335762 0.350333
O9 -1.165705 -0.808762 0.884333
N3 0.846295 0.533238 0.888333
N4 0.411295 -0.620762 -0.823667
H47 0.630295 0.945238 1.767333
H48 1.846295 0.523238 0.526333
H49 -0.036705 -1.368762 -1.321667
H50 1.184295 -0.117762 -1.248667
C17 3.404295 -0.343762 -0.980667
O10 3.628295 -1.696762 -1.082667
N5 3.451295 0.380238 0.053333
N6 2.913295 0.316238 -1.945667
H51 3.859295 -0.052762 0.872333
H52 3.712295 1.435238 -0.076667
H53 2.835295 -0.214762 -2.805667
H54 2.833295 1.342238 -1.965667
C18 4.187295 0.317238 3.080333
O11 4.651295 -0.930762 2.639333
H55 3.216295 0.458238 2.653333
H56 4.848295 1.129238 2.699333
H57 4.175295 0.307238 4.182333
H58 3.990295 -1.516762 2.834333
C19 2.908295 -2.997762 1.656333
O12 2.817295 -2.769762 2.995333
H59 2.596295 -2.141762 1.096333
H60 2.303295 -3.836762 1.270333
H61 3.962295 -3.173762 1.409333
H62 1.875295 -2.882762 3.203333
C20 -0.283705 -3.631762 -0.482667
O13 -0.290705 -2.982762 -1.717667
H63 -1.317705 -3.740762 -0.031667
H64 0.378295 -3.016762 0.195333
H65 0.122295 -4.580762 -0.454667
H66 0.473295 -3.271762 -2.217667

Atomic forces in eV per Å
0.6 0.7 -0.9
1.5 0.5 0.5
-1.4 -1.1 3.0
0.2 0.0 0.1
-0.3 0.5 0.1
0.1 0.2 -0.3
-0.5 0.3 -0.3
0.0 0.0 -0.3
-0.1 -0.6 -1.7
-1.0 0.9 0.7
-1.4 0.5 0.6
1.5 -1.0 0.3
0.3 -0.6 0.5
0.3 0.0 -0.7
0.4 0.1 0.3
1.1 -0.2 -0.1
0.0 0.1 0.2
-1.2 0.2 -1.6
1.7 -2.5 -1.2
-1.8 0.9 0.3
-1.5 0.1 0.7
-0.6 0.2 -0.6
-0.4 1.8 1.1
0.4 0.5 -0.1
0.0 0.6 0.1
-0.1 -1.4 -0.9
2.1 -0.1 0.4
-0.9 -0.2 -1.3
0.6 2.2 2.3
-0.2 -0.7 -0.4
0.4 1.5 1.9
0.3 -0.3 -0.6
-0.1 -0.7 -0.6
-0.7 -0.8 -0.8
0.7 -1.1 -0.7
0.1 0.2 0.2
-1.1 -0.6 -0.6
0.3 2.0 -0.3
-0.3 -1.0 0.1
0.4 1.0 0.5
1.4 -1.7 0.1
-0.3 0.8 -0.2
0.1 -0.1 0.2
-0.8 -0.4 0.3
0.2 0.1 0.0
1.4 0.7 0.7
-0.5 -0.2 -1.7
-0.8 -0.1 1.0
-0.1 0.5 -0.3
-0.1 -0.1 0.2
-0.9 -0.4 -0.3
1.2 -0.4 -0.8
-0.4 -0.2 0.6
-0.2 -0.2 0.3
-1.4 0.9 -1.3
-0.5 -0.1 1.1
0.9 -0.1 -0.5
0.0 0.0 0.3
0.8 -0.1 0.6
0.6 -0.4 0.2
-0.8 -0.3 0.3
0.3 0.0 -0.9
0.0 -0.1 0.2
3.9 2.6 1.9
-5.8 -3.6 -2.0
-0.4 4.7 -1.7
4.2 -4.8 2.2
-1.0 -0.2 -0.3
1.4 0.5 1.4
-1.5 0.6 -0.8
-0.1 0.2 0.1
-6.0 -1.9 4.3
5.3 2.6 -2.5
1.2 1.6 1.2
0.3 -1.2 -4.0
0.1 0.0 0.8
-1.8 0.2 1.0
-0.1 -0.3 -0.4
-0.4 -0.4 0.1
1.7 -10.3 -2.1
-1.0 6.5 0.7
2.8 4.8 5.9
-1.5 1.8 -6.2
0.4 -0.1 0.2
-0.8 -2.7 0.4
0.1 0.4 0.0
-0.2 -0.5 0.1
0.9 0.1 0.4
3.5 2.8 -1.5
-1.0 0.5 0.3
-0.2 -0.6 0.4
-0.2 0.5 -0.3
-2.8 -2.9 1.1
0.7 -0.9 -2.2
-0.6 -0.3 2.0
-0.2 0.7 -0.6
0.2 0.0 0.4
-0.3 -0.1 -0.2
-0.4 0.3 0.4
-0.6 2.1 2.7
-0.8 -0.7 -1.4
1.2 0.6 -0.9
-1.0 -0.7 -0.1
1.0 -2.2 -0.7
0.2 -0.1 -0.1

Results
* orbital gap: 0.340 hartree
* charge: 0
* energy relative to the best compared isomer or geometry (same formula, charge and spin): 17.14 kcal/mol
* electronic energy: -57363.51565 eV
* 2S+1: 1
* LUMO level: 0.0151 Eh



Formula: C4H6O2
Source: the OMol25 dataset
Level of theory: wB97M-V/def2-TZVPD

Positions of all 12 atoms, in Å:
O1 0.515040 -1.592204 -1.001032
C1 0.244668 -0.787245 -0.017286
C2 -1.068079 -0.597280 0.446696
C3 -0.921491 0.830353 -0.188884
O2 0.345380 1.418308 0.276666
C4 1.234571 0.317553 0.296778
H1 -0.310938 -2.118768 -1.099666
H2 -1.760293 1.366598 0.234218
H3 -1.036565 -0.322921 1.513852
H4 -0.954197 0.901350 -1.285852
H5 1.689660 0.174466 1.284848
H6 2.022246 0.409790 -0.460336

Atomic forces in eV per Å
0.0 -0.1 0.2
0.2 -0.3 -0.1
0.3 -0.1 0.0
-0.6 0.4 0.0
0.0 0.0 0.0
0.1 -0.1 0.0
0.2 0.1 0.0
0.1 0.5 -0.1
0.0 -0.1 -0.2
0.0 -0.2 0.2
0.0 0.0 -0.1
-0.1 0.0 0.0

Results
* orbital gap: 0.302 hartree
* charge: 0
* energy relative to the best compared isomer or geometry (same formula, charge and spin): 104.31 kcal/mol
* electronic energy: -8335.93774 eV
* 2S+1: 1
* LUMO level: 0.0050 Eh